#A
Density functional theory data (ωB97M-V/def2-TZVPD) for C4H7NO in the gas phase.

Geometry as ORCA input:
```
! RIJCOSX wB97M-V def2-TZVPD def2/J DEFGRID3
* xyz 0 1
C 2.21457 0.22627 -0.23576
C 0.75229 0.32081 0.09256
O 0.35819 0.82686 1.27644
N -0.11046 -0.03539 -0.76810
C -2.11490 -0.93881 0.15555
C -1.47652 0.07328 -0.44126
H 2.64839 1.22542 -0.34068
H 2.78413 -0.31491 0.52380
H 2.30645 -0.29372 -1.19418
H -1.53942 -1.72334 0.64010
H -3.17475 -1.10528 0.01975
H -0.64009 0.81831 1.15130
H -2.00788 0.92048 -0.87951
*
```

HOMO energy   -9.17 eV
Kohn-Sham gap   0.3722 Eh
SMILES   C=C/N=C(/C)O

=====

#B
Density functional theory data (ωB97M-V/def2-TZVPD) for 2 unconnected molecules or ions with the total composition C4H7NO.

Geometry as ORCA input:
```
! RIJCOSX wB97M-V def2-TZVPD def2/J DEFGRID3
* xyz 0 1
O 2.54895 -0.11117 -0.48164
N 1.83986 0.80563 -0.11923
C 0.45160 0.49954 -0.11852
C -0.30776 -0.58025 -0.37999
C -1.57827 0.12340 0.03728
C -0.70432 1.40321 0.22839
H 2.11601 -2.14453 0.20490
H -0.11074 -1.57199 -0.77070
H 1.57882 -2.62396 0.39385
H -2.37154 0.18145 -0.71429
H -2.00359 -0.25502 0.97386
H -0.89703 2.16626 -0.53182
H -0.71210 1.86585 1.21919
*
```

HOMO energy   -9.14 eV
Kohn-Sham gap   0.3083 Eh
SMILES   O=NC1=CCC1.[H][H]

=====

Question: which arrangement is favored energetically? Ranking from most to least stable: #A, #B.

=====

#A
Density functional theory data (ωB97M-V/def2-TZVPD) for C4H7NO in the gas phase.

Geometry as ORCA input:
```
! RIJCOSX wB97M-V def2-TZVPD def2/J DEFGRID3
* xyz 0 1
C -1.13763 1.54147 -0.64783
O 0.15950 0.94276 -0.81178
C 0.38416 -0.41305 -0.43927
C 1.43295 -0.92394 0.69658
C -0.72868 -0.95182 0.31425
N -1.46668 -1.14420 1.18280
H -1.76111 0.98254 0.05317
H -1.68685 1.61914 -1.59993
H -0.98751 2.55176 -0.25745
H 0.73797 -0.90460 -1.35169
H 2.42636 -0.59758 0.43348
H 1.21124 -0.66863 1.74626
H 1.41629 -2.03384 0.68141
*
```

HOMO energy   -10.26 eV
Kohn-Sham gap   0.4110 Eh
SMILES   CO[C@@H](C)C#N

=====

#B
Density functional theory data (ωB97M-V/def2-TZVPD) for C4H7NO in the gas phase.

Geometry as ORCA input:
```
! RIJCOSX wB97M-V def2-TZVPD def2/J DEFGRID3
* xyz 0 1
C -0.89369 -1.13440 -0.26664
C -0.00365 0.05009 -0.13144
C 1.40211 -0.04383 -0.61281
O -0.04706 1.16719 1.84931
C -0.48011 1.24441 0.40532
N -1.03487 2.06084 -0.30936
H -0.43406 -2.01284 0.20943
H -1.88743 -0.96173 0.15654
H -1.00790 -1.37591 -1.33312
H 2.01575 0.77485 -0.23442
H 1.40181 0.01313 -1.70874
H 1.85256 -1.00333 -0.33789
H -0.88345 1.22153 2.31381
*
```

HOMO energy (alpha / beta)   -8.20 / -9.38 eV
Kohn-Sham gap (alpha / beta)   0.2767 / 0.3433 Eh

=====

Question: which arrangement is favored energetically? Ranking from most to least stable: #A, #B.

=====

#A
Density functional theory data (ωB97M-V/def2-TZVPD) for C4H7NO in the gas phase.

Geometry as ORCA input:
```
! RIJCOSX wB97M-V def2-TZVPD def2/J DEFGRID3
* xyz 0 1
O 0.40686 2.47318 1.35457
C 0.09468 1.65730 0.52169
C -0.76302 0.44804 0.84496
N -0.32466 -0.85102 0.34247
C 0.98086 -1.00918 -0.27305
C -0.25821 -1.11515 -1.08180
H 0.43603 1.77804 -0.52710
H -1.78128 0.64069 0.47789
H -0.82464 0.40853 1.93783
H 1.51990 -1.90449 0.01896
H 1.61098 -0.13412 -0.43492
H -0.46267 -0.30448 -1.78187
H -0.63482 -2.08734 -1.39962
*
```

HOMO energy   -9.20 eV
Kohn-Sham gap   0.3757 Eh
SMILES   O=CCN1CC1

=====

#B
Density functional theory data (ωB97M-V/def2-TZVPD) for C4H7NO in the gas phase.

Geometry as ORCA input:
```
! RIJCOSX wB97M-V def2-TZVPD def2/J DEFGRID3
* xyz 0 1
C 1.49806 -0.98043 -0.22361
C 0.49542 0.02186 -0.08854
C 0.87831 1.45005 0.00297
C -0.85137 -0.28147 0.21971
H 1.51068 -1.76435 -0.86523
H 2.37200 -0.63759 -0.35392
H 1.63452 -1.50732 0.92211
H 1.83167 2.02687 -0.03245
H 0.12397 2.07200 0.26805
H -1.00884 -0.73576 1.08779
H -3.66101 0.25359 -0.59040
N -1.81758 0.34458 -0.36749
O -3.00582 -0.26203 0.02098
*
```

HOMO energy   -8.64 eV
Kohn-Sham gap   0.3409 Eh
SMILES   C=C(C)/C=N/O

=====

Question: which arrangement is favored energetically? Ranking from most to least stable: #A, #B.

=====

#A
Density functional theory data (ωB97M-V/def2-TZVPD) for a molecular structure, C35H37CdClO4P2.

Geometry as ORCA input:
```
! RIJCOSX wB97M-V def2-TZVPD def2/J DEFGRID3
* xyz 0 1
Cd 1.99437 -2.05334 5.86097
C -2.42503 0.14618 6.66654
C -2.50731 -0.16047 5.36761
C -2.78813 0.76246 4.22556
C -1.56118 1.49737 3.61448
C -0.56299 2.06725 4.56533
C -0.81628 2.50231 5.80913
C -2.18760 2.68150 6.40187
C -2.64677 1.49893 7.27490
C 2.69719 -0.09442 5.36367
H -2.33364 -0.63992 7.41989
H -2.34098 -1.20193 5.06286
H -3.55383 1.50122 4.48824
H -3.20456 0.14328 3.41440
H -1.05913 0.82998 2.89460
H -1.96325 2.33634 3.02899
H 0.46316 2.10741 4.18116
H -0.00443 2.89930 6.43704
H -2.94975 2.91322 5.64574
H -2.14015 3.56015 7.06889
H -2.06931 1.53245 8.20899
H -3.70291 1.67380 7.54952
H 3.44744 0.24339 6.09509
H 1.82616 0.58090 5.34132
H 3.15627 -0.19619 4.36549
P 0.09440 -2.27274 -3.44149
P 2.03856 0.38583 -3.72914
C -0.52361 -0.67989 -4.04866
C 0.29247 0.39789 -4.20477
C -0.74488 -3.45719 -4.57892
C -1.91877 -3.16012 -5.28543
C -2.52794 -4.14184 -6.07668
C -1.94485 -5.40757 -6.20052
C -0.74055 -5.69172 -5.53900
C -0.13591 -4.71999 -4.74329
C -0.89569 -2.40517 -1.89335
C -0.52805 -1.52582 -0.85557
C -1.23753 -1.53275 0.34314
C -2.31222 -2.41337 0.52195
C -2.67291 -3.28649 -0.50977
C -1.96090 -3.29660 -1.71313
C 2.71191 1.17492 -5.28840
C 2.66666 0.38104 -6.45145
C 3.05762 0.91002 -7.68159
C 3.51819 2.23178 -7.76214
C 3.59705 3.01383 -6.60453
C 3.21235 2.48318 -5.36688
C 2.11818 1.79625 -2.56090
C 3.26076 1.86357 -1.73670
C 3.43693 2.95114 -0.88563
C 2.46808 3.96177 -0.82506
C 1.31284 3.86848 -1.60824
C 1.12298 2.77532 -2.46063
H -1.60123 -0.61615 -4.25441
H -0.06202 1.31412 -4.69942
H -2.36579 -2.17001 -5.22182
H -3.46085 -3.91092 -6.59765
H -2.42237 -6.17210 -6.81597
H -0.27482 -6.67361 -5.64438
H 0.80732 -4.92810 -4.23529
H 0.30380 -0.83301 -1.00495
H -0.95118 -0.84794 1.14223
H -2.86473 -2.41438 1.46407
H -3.51505 -3.96610 -0.37877
H -2.24386 -3.98429 -2.51285
H 2.30054 -0.64531 -6.39081
H 2.99798 0.29412 -8.58115
H 3.81518 2.64851 -8.72785
H 3.95521 4.04397 -6.66261
H 3.28348 3.10127 -4.47060
H 4.00561 1.06692 -1.78884
H 4.33586 3.01332 -0.27141
H 2.61399 4.81694 -0.16389
H 0.55276 4.64961 -1.56040
H 0.21178 2.69414 -3.05373
O 1.31189 -0.84283 9.88489
Cl 0.21078 -0.36252 9.08231
O -1.03984 -1.00854 9.46409
O 0.07865 1.08853 9.20312
O 0.48436 -0.69053 7.63058
*
```

HOMO energy   -7.98 eV
Kohn-Sham gap   0.1750 Eh

=====

#B
Density functional theory data (ωB97M-V/def2-TZVPD) for a molecular structure, C35H37CdClO4P2.

Geometry as ORCA input:
```
! RIJCOSX wB97M-V def2-TZVPD def2/J DEFGRID3
* xyz 0 1
Cd -2.36373 1.22446 -0.97240
C 2.44910 -0.15701 -0.65264
C 1.94860 -1.16173 -1.37595
C 1.93089 -2.61522 -1.02830
C 0.78364 -3.15391 -0.08872
C 0.50606 -2.35057 1.14904
C 1.36157 -1.53508 1.76943
C 2.84241 -1.48570 1.52048
C 3.23918 -0.31004 0.61590
C -2.62686 0.25516 0.88877
H 2.50290 0.86081 -1.06787
H 1.49189 -0.90124 -2.33436
H 2.90187 -2.96320 -0.64493
H 1.76026 -3.12127 -1.99302
H -0.15297 -3.14981 -0.67447
H 1.00454 -4.21997 0.09855
H -0.55945 -2.33224 1.42179
H 1.00985 -0.81996 2.52060
H 3.22615 -2.41633 1.10776
H 3.36429 -1.34342 2.47349
H 3.13477 0.62884 1.17959
H 4.30548 -0.43995 0.35543
H -2.79120 1.03656 1.64480
H -1.66854 -0.24397 1.08809
H -3.44680 -0.48199 0.89730
P -4.79542 -6.61973 -4.86895
P -5.91322 -7.55251 -1.96862
C -4.13799 -8.08241 -4.02752
C -4.60408 -8.46827 -2.80855
C -4.90757 -7.26953 -6.59002
C -4.15359 -8.34827 -7.06733
C -4.25099 -8.74494 -8.40564
C -5.13648 -8.08833 -9.26430
C -5.94009 -7.04749 -8.78328
C -5.84081 -6.64681 -7.44832
C -3.29180 -5.55623 -4.91371
C -2.89179 -4.99986 -3.68266
C -1.75163 -4.19912 -3.62244
C -0.98826 -3.96876 -4.77554
C -1.38887 -4.52735 -5.99517
C -2.56253 -5.28521 -6.07837
C -6.97495 -9.02868 -1.52487
C -7.64009 -9.66210 -2.59241
C -8.39230 -10.81418 -2.37267
C -8.47999 -11.36114 -1.08482
C -7.82268 -10.73567 -0.01666
C -7.10253 -9.55262 -0.23159
C -5.08954 -7.24622 -0.36438
C -5.69250 -6.27880 0.46647
C -5.17031 -6.04416 1.73678
C -4.04406 -6.74770 2.17557
C -3.43558 -7.69041 1.34218
C -3.93752 -7.91722 0.05526
H -3.34068 -8.65578 -4.52383
H -4.21779 -9.37673 -2.31854
H -3.47594 -8.89903 -6.41787
H -3.62794 -9.56403 -8.76376
H -5.20024 -8.39094 -10.31362
H -6.64252 -6.54244 -9.45005
H -6.47781 -5.84744 -7.06379
H -3.47968 -5.20676 -2.78609
H -1.45658 -3.75062 -2.67317
H -0.08767 -3.35363 -4.71933
H -0.78986 -4.36815 -6.89156
H -2.89759 -5.67103 -7.04259
H -7.54608 -9.25355 -3.60235
H -8.91236 -11.29658 -3.20422
H -9.06166 -12.26858 -0.91080
H -7.86963 -11.16466 0.98496
H -6.62369 -9.06109 0.61869
H -6.56959 -5.73394 0.10838
H -5.65028 -5.30726 2.38556
H -3.63122 -6.55490 3.16920
H -2.56743 -8.25438 1.67738
H -3.42943 -8.62356 -0.59891
O 0.23142 3.89718 1.12049
Cl 0.84545 2.69630 0.63056
O 1.92466 2.98560 -0.30176
O 1.32976 1.87847 1.73638
O -0.19309 1.88393 -0.13004
*
```

HOMO energy   -7.97 eV
Kohn-Sham gap   0.1863 Eh

=====

Question: which arrangement is favored energetically? Ranking from most to least stable: #B, #A.

=====

#A
Density functional theory data (ωB97M-V/def2-TZVPD) for 2 unconnected molecules or ions with the total composition C3H4N2.

Geometry as ORCA input:
```
! RIJCOSX wB97M-V def2-TZVPD def2/J DEFGRID3
* xyz 0 1
C 0.05292 -1.15053 -0.50672
C -0.06516 -0.44623 0.46109
C -0.29375 0.41785 1.61886
N 0.79439 -0.05422 -2.93273
N 0.39845 0.95616 -2.77187
H 0.01832 -1.65454 -1.49627
H -0.41867 1.30622 1.10234
H 0.62522 0.48603 2.11060
H -1.11171 0.13926 2.41470
*
```

HOMO energy   -9.94 eV
Kohn-Sham gap   0.4054 Eh
SMILES   C#CC.N#N

=====

#B
Density functional theory data (ωB97M-V/def2-TZVPD) for C3H4N2 in the gas phase.

Geometry as ORCA input:
```
! RIJCOSX wB97M-V def2-TZVPD def2/J DEFGRID3
* xyz 0 1
N 1.10574 -0.32864 0.80568
C 0.50460 0.83199 0.79499
C 0.41753 -1.18434 -0.08166
C -0.58433 -0.44590 -0.66906
N -0.54221 0.80360 -0.10216
H 0.83507 1.70070 1.35423
H 0.62294 -2.24534 -0.25338
H -1.29391 -0.78931 -1.41995
H -1.06543 1.65725 -0.42868
*
```

HOMO energy   -8.95 eV
Kohn-Sham gap   0.3623 Eh
SMILES   c1c[nH]cn1

=====

#C
Density functional theory data (ωB97M-V/def2-TZVPD) for a molecular structure, C3H4N2.

Geometry as ORCA input:
```
! RIJCOSX wB97M-V def2-TZVPD def2/J DEFGRID3
* xyz 0 1
N -0.15057 0.73682 1.03609
C 0.39489 -0.51702 0.70773
C -0.62154 -1.04651 -0.24712
N -1.24104 -0.06994 -0.82853
C -0.43233 0.94090 -0.29999
H 0.48534 1.39031 1.47953
H 1.34745 -0.01474 -0.45414
H -0.74401 -2.09515 -0.51023
H 0.96182 0.67534 -0.88333
*
```

HOMO energy (alpha / beta)   -9.36 / -9.36 eV
Kohn-Sham gap (alpha / beta)   0.3125 / 0.3127 Eh

=====

Question: which arrangement is favored energetically? Ranking from most to least stable: #B, #A, #C.